{
  "formula": "C16H13AsF6N2O2OsSSe3Te",
  "method": "ωB97M-V with the def2-TZVPD basis set",
  "energy_ev": -317650.591,
  "s2": 8.7838,
  "total_charge": 1,
  "orbital_gap_ev": [6.91, 5.30],
  "multiplicity": 6,
  "symbols": ["C", "F", "C", "H", "N", "H", "O", "C", "C", "H", "F", "H", "C", "H", "O", "C", "H", "F", "Se", "Se", "H", "H", "F", "H", "N", "Os", "C", "C", "C", "H", "Se", "H", "H", "C", "C", "As", "S", "H", "C", "C", "C", "F", "F", "Te", "C", "C"],
  "positions_angstrom": [[0.24522, -4.70029, 2.35995], [0.48701, 1.46031, -3.83781], [-1.11363, 1.51732, 1.04282], [0.46760, -5.74260, 2.71955], [-0.26823, -0.92982, 0.68247], [-2.52647, 4.61767, 0.94412], [-2.33922, -0.60004, 1.98408], [-0.57211, -2.49760, 2.58301], [0.24305, -3.21516, 0.44639], [-0.55639, -3.98831, 4.16921], [0.00468, 3.76174, -4.07617], [1.69602, -3.39063, -2.49009], [1.60029, -4.96616, -1.08801], [1.28049, -6.36873, 0.49434], [-2.20512, -0.20035, -0.52222], [-0.16848, 5.67638, 1.37090], [-1.01391, -1.68721, 3.17538], [-1.60569, 2.11548, -3.09661], [1.15287, -1.31057, -5.12120], [-0.51002, -1.55834, -3.54115], [0.18132, 5.97555, 0.38869], [1.51230, 3.59393, 1.62450], [0.09639, 1.27980, -1.35545], [-3.14021, 2.11454, 0.64302], [0.63487, -2.78849, -0.83582], [0.17642, -0.86779, -1.23695], [0.17046, 1.86178, 1.39807], [0.52569, 3.20937, 1.49558], [1.24279, -3.70640, -1.56029], [0.92034, 1.08511, 1.68436], [2.83277, -0.28929, -1.52563], [-1.12388, 6.20289, 1.49411], [2.22819, -5.62796, -1.65941], [-2.10666, 2.44523, 0.92282], [-0.46124, 4.20534, 1.27242], [-0.02538, 2.72166, -2.81344], [-1.66661, -0.12930, 0.82008], [0.64664, 5.90118, 2.08747], [-0.22219, -2.18501, 1.28629], [1.07361, -5.35312, 0.12699], [-0.34186, -3.77725, 3.13177], [1.54469, 3.00007, -2.22197], [-0.67370, 3.60300, -1.53551], [2.91565, 0.14483, -3.88004], [-1.77864, 3.82649, 1.05650], [0.54028, -4.43922, 0.99288]],
  "atomic_forces_ev_per_a": [[0.48, -2.63, -0.58], [0.85, -0.96, -0.55], [-0.59, -0.38, 0.58], [-0.23, 1.26, -0.26], [0.60, -0.60, 0.05], [0.08, -0.53, 0.03], [-1.10, 0.10, -0.46], [-0.16, 1.16, 0.40], [0.76, 2.68, 0.01], [-0.16, 0.12, -0.01], [0.02, 1.83, -1.08], [-0.39, 0.19, -0.26], [-1.23, -0.03, 0.34], [-0.13, 0.42, -0.19], [-0.79, -0.39, -0.35], [0.29, -0.39, -0.47], [0.43, -0.67, -0.03], [-0.11, -0.03, -0.02], [-0.10, 0.15, 0.78], [0.18, 0.23, -0.28], [0.28, 0.27, -0.26], [0.72, -0.39, 0.43], [-0.16, -1.13, -0.77], [1.02, 0.52, 0.36], [-1.19, -1.44, 1.51], [0.58, 1.13, -1.35], [1.98, 0.12, 0.91], [-1.78, 0.30, -0.84], [1.88, 0.10, -0.75], [-0.68, 0.68, -0.61], [-0.11, -0.10, -0.28], [0.58, 0.14, 0.53], [-0.17, -0.03, -0.28], [-1.29, 1.97, -0.65], [-0.06, -0.62, 0.93], [-1.37, -1.87, 2.33], [0.37, 1.86, 1.03], [-0.83, 0.08, -0.19], [-0.02, -1.28, 0.50], [2.12, -2.03, -0.33], [-0.05, 0.86, 0.20], [0.50, 0.15, -0.43], [0.05, 0.92, 0.00], [0.34, -0.21, -0.14], [-0.37, -1.34, -0.16], [-1.06, -0.19, 0.63]]
}